# 1
{"formula": "C21H31Cl5P2V", "method": "the ωB97M-V functional and the def2-TZVPD basis", "spin_multiplicity": 2, "homo_ev": [-12.21, -13.60], "total_charge": 2, "lumo_ev": [-8.8, -7.8], "e_above_lowest_kj_mol": 0.0, "gap_ev": [3.397, 5.758], "species": ["P", "P", "C", "C", "H", "H", "H", "H", "C", "H", "H", "H", "C", "H", "H", "H", "C", "H", "H", "H", "C", "H", "H", "H", "V", "C", "C", "C", "C", "C", "C", "C", "C", "C", "H", "H", "H", "H", "H", "H", "H", "H", "H", "H", "H", "H", "H", "H", "H", "Cl", "C", "C", "C", "Cl", "C", "Cl", "C", "Cl", "C", "Cl"], "xyz": [[-0.292, -1.608, -2.225], [0.635, 1.777, -1.619], [-0.143, -0.236, -3.528], [0.969, 0.730, -3.134], [-1.106, 0.287, -3.679], [0.105, -0.720, -4.479], [1.910, 0.184, -2.956], [1.150, 1.428, -3.965], [-0.335, 3.094, -2.430], [-0.555, 3.906, -1.729], [-1.279, 2.710, -2.842], [0.243, 3.517, -3.264], [2.218, 2.524, -1.248], [2.445, 3.248, -2.047], [3.027, 1.783, -1.225], [2.177, 3.057, -0.290], [-1.788, -2.699, -2.655], [-1.737, -3.616, -2.050], [-1.753, -2.997, -3.707], [-2.770, -2.231, -2.499], [0.668, -2.787, -3.489], [1.652, -2.358, -3.722], [0.109, -2.885, -4.427], [0.797, -3.775, -3.029], [1.476, 1.106, 2.455], [-0.577, 0.687, -0.806], [-1.397, -0.495, -1.313], [-1.898, -1.272, -0.108], [-0.900, -2.359, 0.416], [0.102, -2.732, -0.625], [1.141, -1.874, -1.153], [1.591, -0.684, -0.204], [0.483, 0.265, 0.355], [1.273, -0.951, 3.184], [-1.273, 1.414, -0.360], [-2.214, -0.180, -2.006], [-2.837, -1.763, -0.363], [-2.139, -0.564, 0.692], [-0.466, -2.087, 1.398], [-1.498, -3.252, 0.633], [0.258, -3.806, -0.825], [2.005, -2.303, -1.677], [2.361, -0.083, -0.737], [2.114, -1.156, 0.643], [-0.061, -0.214, 1.170], [0.971, 1.229, 0.783], [1.853, -0.769, 4.117], [1.767, -1.791, 2.655], [0.291, -1.341, 3.520], [-2.438, -0.045, 3.056], [-1.518, 1.104, 3.941], [-0.353, 1.633, 3.402], [0.432, 2.508, 4.143], [1.836, 3.236, 3.274], [0.114, 2.837, 5.473], [1.199, 3.751, 6.425], [-1.115, 2.365, 6.003], [-1.621, 2.880, 7.542], [-1.931, 1.490, 5.241], [-3.381, 0.883, 5.892]], "lowdin_spin": [0.04, 0.00, 0.02, 0.00, 0.00, 0.00, 0.00, 0.00, 0.00, 0.00, 0.00, 0.00, 0.00, 0.00, 0.00, 0.00, 0.02, 0.00, 0.00, 0.00, -0.03, 0.00, 0.00, 0.00, 0.73, 0.00, -0.01, 0.01, 0.02, 0.15, 0.03, 0.01, 0.01, -0.06, 0.00, 0.00, 0.00, 0.00, 0.01, 0.00, 0.01, 0.00, 0.00, 0.00, 0.00, 0.01, -0.01, 0.00, 0.00, 0.00, 0.00, 0.00, 0.00, 0.02, 0.01, 0.00, 0.00, 0.00, 0.01, 0.00]}

=====

# 2
{"formula": "C21H31CoN3OP2S", "method": "the ωB97M-V functional and the def2-TZVPD basis", "spin_multiplicity": 6, "homo_ev": [-13.01, -14.76], "total_charge": 2, "lumo_ev": [-5.4, -8.2], "gap_ev": [7.605, 6.575], "species": ["Co", "P", "P", "N", "N", "H", "H", "H", "C", "H", "C", "H", "H", "C", "C", "H", "C", "H", "H", "H", "H", "H", "O", "C", "C", "C", "H", "H", "H", "H", "H", "H", "H", "C", "H", "N", "S", "C", "C", "C", "C", "C", "C", "C", "C", "C", "C", "C", "C", "H", "H", "H", "H", "H", "H", "H", "H", "H", "H", "H"], "xyz": [[-0.004, -0.094, 0.121], [0.368, -0.510, -2.059], [-2.194, 0.089, -0.031], [1.858, 0.477, 0.155], [-0.093, 1.207, 1.527], [3.189, 1.668, 1.329], [1.176, 1.716, 3.152], [2.589, 0.180, 2.109], [2.314, 1.018, 1.455], [1.233, 2.839, 1.786], [1.147, 1.774, 2.053], [3.602, 0.975, -0.866], [-1.318, 2.337, 2.811], [2.590, 0.568, -0.915], [-1.284, 1.624, 1.979], [2.693, -1.052, -2.239], [2.160, -0.093, -2.175], [2.360, 0.459, -3.105], [-2.851, 0.739, -1.100], [-2.993, -1.077, 0.218], [-0.179, -0.136, -3.294], [0.360, -1.958, -2.169], [-0.290, 1.185, -1.369], [0.325, 2.514, -1.346], [0.880, 2.936, -2.683], [-0.775, 3.461, -0.899], [1.214, 2.393, -0.660], [1.827, 2.425, -2.909], [0.132, 2.765, -3.462], [1.099, 4.014, -2.618], [-1.205, 3.223, 0.083], [-0.414, 4.502, -0.880], [-1.562, 3.377, -1.659], [-2.439, 1.157, 1.366], [-3.422, 1.449, 1.721], [0.220, -1.362, 1.391], [0.544, -2.943, 1.634], [-1.051, -3.544, 2.169], [-2.173, -3.434, 1.344], [-3.433, -3.774, 1.846], [-3.562, -4.231, 3.158], [-2.435, -4.362, 3.979], [-1.176, -4.012, 3.489], [0.898, -3.737, 0.070], [2.157, -3.497, -0.516], [2.527, -4.165, -1.682], [1.652, -5.084, -2.267], [0.426, -5.363, -1.662], [0.064, -4.719, -0.478], [-0.024, -0.968, 2.306], [-2.060, -3.082, 0.319], [-4.313, -3.676, 1.200], [-4.551, -4.489, 3.551], [-2.531, -4.726, 5.005], [-0.280, -4.080, 4.105], [2.837, -2.795, -0.034], [3.505, -3.968, -2.129], [1.937, -5.601, -3.188], [-0.257, -6.096, -2.101], [-0.867, -4.974, 0.022]], "lowdin_spin": [2.63, 0.38, 0.16, 0.07, 0.43, 0.00, 0.01, 0.00, 0.01, 0.02, 0.05, 0.00, 0.00, 0.01, 0.01, 0.00, 0.02, 0.00, 0.03, 0.02, 0.01, 0.13, 0.25, 0.03, 0.00, 0.01, 0.00, 0.00, 0.00, 0.00, 0.00, 0.00, 0.00, 0.42, 0.02, 0.17, 0.05, 0.01, 0.00, 0.00, 0.00, 0.00, 0.00, 0.00, 0.00, 0.00, 0.00, 0.00, 0.00, 0.01, 0.00, 0.00, 0.00, 0.00, 0.00, 0.00, 0.00, 0.00, 0.00, 0.00]}

=====

# 3
{"formula": "C21H31F5OP2Pb", "method": "the ωB97M-V functional and the def2-TZVPD basis", "homo_ev": [-12.74, -12.77], "total_charge": 2, "lumo_ev": [-7.8, -9.5], "e_above_lowest_kj_mol": 62.6, "gap_ev": [4.949, 3.294], "species": ["P", "P", "C", "C", "H", "H", "H", "H", "C", "H", "H", "H", "C", "H", "H", "H", "C", "H", "H", "H", "C", "H", "H", "H", "Pb", "C", "C", "C", "C", "C", "C", "C", "C", "C", "H", "H", "H", "H", "H", "H", "H", "H", "H", "H", "H", "H", "H", "H", "H", "F", "C", "C", "F", "C", "F", "C", "O", "C", "F", "C", "F"], "xyz": [[0.207, -1.851, -3.914], [0.030, 1.355, -3.801], [-0.193, -0.921, -5.476], [0.306, 0.531, -5.448], [-1.287, -0.959, -5.593], [0.262, -1.470, -6.313], [1.388, 0.580, -5.647], [-0.210, 1.132, -6.209], [-1.569, 2.210, -4.150], [-1.772, 2.900, -3.320], [-2.370, 1.461, -4.194], [-1.514, 2.765, -5.096], [1.175, 2.785, -4.009], [0.984, 3.307, -4.958], [2.205, 2.404, -3.984], [1.022, 3.468, -3.161], [-0.948, -3.272, -4.130], [-0.730, -4.008, -3.343], [-0.827, -3.728, -5.124], [-1.974, -2.899, -4.002], [1.776, -2.669, -4.437], [2.570, -1.914, -4.491], [1.652, -3.161, -5.412], [2.042, -3.411, -3.673], [-0.325, -0.374, 3.092], [0.692, 1.189, 1.134], [-0.691, 1.117, 1.046], [-1.455, 0.293, 0.040], [-1.841, -1.197, 0.380], [-0.820, -2.092, 1.014], [0.558, -1.981, 0.828], [1.213, -1.058, -0.138], [1.632, 0.401, 0.289], [0.127, -2.136, 4.338], [1.152, 1.934, 1.784], [-1.304, 1.768, 1.676], [-0.939, 0.309, -0.933], [-2.409, 0.839, -0.128], [-2.752, -1.147, 1.014], [-2.191, -1.681, -0.555], [-1.197, -2.784, 1.752], [1.221, -2.569, 1.437], [0.609, -0.977, -1.056], [2.157, -1.555, -0.450], [2.616, 0.344, 0.793], [1.855, 0.984, -0.634], [0.871, -1.733, 5.058], [0.415, -3.018, 3.739], [-0.911, -2.187, 4.759], [-0.748, 2.768, 9.102], [-0.416, 2.310, 7.872], [0.779, 2.828, 7.316], [1.573, 3.737, 7.931], [1.138, 2.368, 6.052], [2.256, 2.766, 5.416], [0.341, 1.435, 5.363], [0.847, 1.071, 4.218], [-0.877, 0.957, 5.959], [-1.767, 0.107, 5.305], [-1.249, 1.385, 7.232], [-2.385, 0.940, 7.841]], "nbo_charge": [1.05, 1.03, -0.72, -0.72, 0.25, 0.27, 0.25, 0.27, -0.94, 0.26, 0.25, 0.26, -0.94, 0.27, 0.25, 0.26, -0.94, 0.26, 0.27, 0.25, -0.94, 0.25, 0.26, 0.26, 1.55, -0.18, -0.21, -0.48, -0.48, -0.18, -0.21, -0.47, -0.47, -0.93, 0.28, 0.25, 0.23, 0.26, 0.25, 0.26, 0.24, 0.23, 0.22, 0.25, 0.25, 0.25, 0.27, 0.24, 0.25, -0.28, 0.27, 0.31, -0.27, 0.29, -0.28, 0.18, -0.81, 0.24, -0.33, 0.29, -0.27]}

=====

# 4
{"formula": "C21H31F5OP2Re", "method": "the ωB97M-V functional and the def2-TZVPD basis", "spin_multiplicity": 4, "homo_ev": [-14.31, -13.92], "total_charge": 2, "lumo_ev": [-8.3, -9.6], "e_above_lowest_kj_mol": 0.0, "gap_ev": [6.049, 4.275], "species": ["P", "P", "C", "C", "H", "H", "H", "H", "C", "H", "H", "H", "C", "H", "H", "H", "C", "H", "H", "H", "C", "H", "H", "H", "Re", "C", "C", "C", "C", "C", "C", "C", "C", "C", "H", "H", "H", "H", "H", "H", "H", "H", "H", "H", "H", "H", "H", "H", "H", "F", "C", "C", "F", "C", "F", "C", "O", "C", "F", "C", "F"], "xyz": [[-0.168, -1.539, -5.628], [0.184, 1.798, -5.534], [-0.403, -0.474, -7.162], [0.396, 0.829, -7.131], [-1.483, -0.258, -7.228], [-0.096, -1.094, -8.022], [1.475, 0.630, -7.237], [0.061, 1.512, -7.932], [-1.460, 2.545, -5.958], [-1.750, 3.269, -5.184], [-2.229, 1.763, -6.043], [-1.362, 3.068, -6.918], [1.243, 3.240, -5.911], [0.879, 3.716, -6.831], [2.279, 2.903, -6.049], [1.197, 3.963, -5.085], [-1.145, -2.994, -6.135], [-1.044, -3.783, -5.379], [-0.782, -3.355, -7.107], [-2.199, -2.699, -6.220], [1.537, -2.133, -6.013], [2.253, -1.301, -6.013], [1.533, -2.608, -7.003], [1.841, -2.877, -5.265], [0.011, -0.044, -0.712], [0.726, 1.713, -1.984], [-0.688, 1.595, -2.055], [-1.568, 0.863, -3.020], [-1.784, -0.668, -2.906], [-0.762, -1.408, -2.105], [0.696, -1.253, -2.281], [1.306, -0.341, -3.307], [1.756, 1.066, -2.835], [0.418, -1.527, 0.673], [1.089, 2.554, -1.389], [-1.218, 2.408, -1.548], [-1.258, 1.072, -4.056], [-2.567, 1.321, -2.952], [-2.780, -0.842, -2.469], [-1.828, -1.095, -3.921], [-1.086, -2.401, -1.767], [1.323, -2.111, -1.996], [0.537, -0.144, -4.091], [2.169, -0.840, -3.773], [2.702, 0.987, -2.272], [1.971, 1.676, -3.727], [1.270, -1.154, 1.271], [0.640, -2.527, 0.270], [-0.471, -1.568, 1.332], [-0.350, 2.713, 6.018], [-0.301, 2.319, 4.735], [0.660, 2.874, 3.881], [1.524, 3.798, 4.345], [0.686, 2.495, 2.553], [1.599, 3.039, 1.716], [-0.231, 1.540, 2.033], [-0.183, 1.211, 0.777], [-1.197, 1.014, 2.933], [-2.112, 0.121, 2.482], [-1.229, 1.388, 4.262], [-2.164, 0.886, 5.093]], "lowdin_spin": [0.42, 0.12, 0.05, 0.01, 0.00, 0.02, 0.00, 0.01, 0.01, 0.00, 0.00, 0.00, 0.02, 0.00, 0.00, 0.00, 0.07, 0.00, 0.02, 0.00, 0.05, 0.00, 0.01, 0.00, 1.29, 0.00, 0.16, 0.06, 0.06, 0.02, 0.00, 0.03, 0.03, 0.08, 0.00, 0.00, 0.02, 0.00, 0.01, 0.02, 0.00, 0.00, 0.03, 0.00, 0.01, 0.01, 0.01, 0.00, 0.02, 0.02, 0.06, -0.01, -0.01, 0.04, 0.01, 0.02, 0.13, 0.04, 0.01, -0.01, -0.01]}